The following is a DFT calculation (ωB97M-V with the def2-TZVPD basis set) of a 5-piece molecular cluster, C39H91BF3N4O19PS overall.

frontier orbital gap = 8.560 eV
SMILES string = CCCN[C@@](C[C@@H](O)C(F)(F)F)(O[C@@](O)(B(O)O)P(O)(O)=S)[C@@H](CCCCN)NCNC.COCCOCCOC.COCCOCCOC.COCCOCCOC.COCCOCCOC

Structure (XYZ):
```
159
C39H91BF3N4O19PS, DFT ωB97M-V with the def2-TZVPD basis set
C 3.30 -3.63 -0.86
C 3.56 -3.74 0.66
C 3.29 -2.46 1.42
N 1.90 -2.07 1.55
C 1.36 -1.66 2.77
C 1.41 -2.73 3.91
C 1.11 -4.22 3.65
O 0.76 -4.64 2.36
C 2.25 -5.06 4.20
F 3.42 -4.79 3.68
F 1.99 -6.34 4.12
F 2.35 -4.80 5.51
O 2.01 -0.57 3.44
C 2.57 0.54 2.79
O 2.35 1.64 3.64
B 4.20 0.44 2.72
O 4.90 0.22 1.56
O 4.85 0.54 3.93
P 1.99 1.23 1.15
O 0.45 1.80 1.19
O 2.24 0.28 -0.15
S 3.08 2.83 0.86
C -0.14 -1.20 2.49
C -1.12 -2.35 2.24
C -1.07 -2.88 0.80
C -2.30 -3.74 0.51
C -2.88 -3.53 -0.90
N -3.74 -4.66 -1.30
N -0.54 -0.28 3.54
C -1.73 0.53 3.28
N -2.70 0.52 4.38
C -3.31 -0.78 4.61
H 2.46 -4.26 -1.13
H 3.17 -2.60 -1.18
H 4.15 -4.05 -1.38
H 3.03 -4.61 1.03
H 4.61 -3.96 0.79
H 3.75 -2.47 2.40
H 3.83 -1.69 0.88
H 1.42 -1.79 0.71
H 2.41 -2.64 4.31
H 0.75 -2.35 4.69
H 0.28 -4.51 4.30
H 1.22 -5.45 2.11
H 1.95 1.27 4.44
H 5.47 0.99 1.41
H 5.47 1.28 3.93
H -0.06 1.45 0.45
H 1.64 0.62 -0.84
H -0.09 -0.66 1.55
H -1.10 -3.15 2.98
H -2.11 -1.92 2.31
H -1.11 -2.00 0.15
H -0.14 -3.38 0.58
H -3.10 -3.48 1.19
H -2.12 -4.80 0.66
H -3.52 -2.66 -0.93
H -2.09 -3.45 -1.64
H -4.55 -4.69 -0.70
H -3.24 -5.53 -1.15
H -0.55 -0.71 4.46
H -1.45 1.57 3.14
H -2.26 0.21 2.38
H -2.16 0.75 5.21
H -2.58 -1.59 4.72
H -3.96 -1.08 3.79
H -3.85 -0.75 5.55
C 9.52 -1.27 9.86
O 8.72 -0.78 8.81
C 9.41 0.05 7.89
C 9.10 -0.31 6.45
O 9.62 -1.54 6.00
C 9.07 -2.75 6.50
C 7.64 -3.03 6.10
O 6.73 -2.17 6.76
C 5.67 -1.71 5.95
H 9.64 -0.51 10.64
H 9.02 -2.13 10.29
H 10.51 -1.59 9.50
H 10.49 0.00 8.05
H 9.07 1.08 8.06
H 9.59 0.45 5.82
H 8.03 -0.23 6.24
H 9.19 -2.81 7.59
H 9.69 -3.54 6.08
H 7.39 -4.06 6.38
H 7.55 -2.93 5.01
H 6.01 -1.45 4.95
H 5.28 -0.80 6.41
H 4.87 -2.45 5.89
C -3.32 -1.25 -4.57
O -1.98 -1.69 -4.67
C -1.62 -2.16 -5.96
C -0.29 -1.61 -6.41
O -0.26 -0.22 -6.70
C -0.39 0.71 -5.63
C 0.75 0.71 -4.63
O 0.72 -0.45 -3.82
C 1.98 -1.02 -3.55
H -3.99 -2.10 -4.43
H -3.39 -0.60 -3.70
H -3.63 -0.67 -5.45
H -2.39 -1.91 -6.70
H -1.54 -3.26 -5.90
H -0.04 -2.10 -7.35
H 0.50 -1.88 -5.71
H -1.35 0.59 -5.13
H -0.41 1.69 -6.11
H 0.63 1.59 -3.98
H 1.70 0.80 -5.17
H 2.64 -1.00 -4.42
H 1.82 -2.07 -3.28
H 2.46 -0.51 -2.70
C -4.29 2.40 -6.07
O -5.61 2.50 -5.59
C -6.02 3.81 -5.26
C -7.40 4.13 -5.79
O -7.51 4.26 -7.19
C -7.37 3.11 -8.01
C -8.47 2.07 -7.87
O -8.38 1.38 -6.63
C -9.63 1.13 -6.02
H -3.58 2.40 -5.24
H -4.20 1.45 -6.61
H -4.04 3.20 -6.77
H -5.31 4.56 -5.63
H -6.04 3.88 -4.16
H -7.68 5.11 -5.39
H -8.15 3.43 -5.40
H -6.38 2.65 -7.87
H -7.40 3.48 -9.03
H -8.35 1.34 -8.67
H -9.44 2.57 -7.98
H -10.30 1.98 -6.11
H -9.44 0.96 -4.96
H -10.10 0.24 -6.44
C -0.52 5.07 0.63
O -0.98 4.69 -0.66
C -1.78 3.52 -0.65
C -3.04 3.68 -1.48
O -4.00 4.58 -0.94
C -3.70 5.97 -0.93
C -3.60 6.61 -2.30
O -2.42 6.19 -2.97
C -2.60 5.94 -4.35
H 0.35 4.46 0.91
H -0.22 6.11 0.58
H -1.31 4.97 1.38
H -2.05 3.23 0.37
H -1.17 2.71 -1.10
H -3.54 2.71 -1.50
H -2.81 3.93 -2.51
H -2.81 6.17 -0.34
H -4.53 6.44 -0.41
H -3.55 7.70 -2.17
H -4.49 6.36 -2.88
H -3.56 5.43 -4.54
H -1.80 5.27 -4.66
H -2.54 6.86 -4.93
```

Here are the Mulliken charges for atoms 1 to 8, given in e:
1 C -1.164
2 C -0.748
3 C -0.732
4 N 0.715
5 C 0.585
6 C -1.620
7 C -0.365
8 O -0.494